(1)
Molecular formula: C6H15N2O2
Method: DFT, ωB97M-V/def2-TZVPD

As for the charge: +1. The highest occupied orbital energy is -12.85 eV. Its energy relative to the best compared isomer or geometry (same formula, charge and spin) is 4.216 eV.

Geometry (Å):
C1 -2.275 1.429 -0.066
C2 -0.346 -1.037 -1.844
C3 0.623 1.434 -0.350
C4 0.238 0.287 1.715
C5 1.680 -1.479 -0.440
C6 0.131 -0.983 -0.403
N1 -2.731 1.085 1.036
N2 -0.070 0.321 0.258
O1 -2.223 1.906 -1.102
O2 2.259 -1.678 0.845
H1 0.466 -0.663 -2.437
H2 -0.379 -2.091 -1.972
H3 -1.307 -0.571 -2.016
H4 1.639 1.129 -0.731
H5 0.089 1.761 -1.310
H6 0.690 2.256 0.324
H7 1.220 -0.097 1.876
H8 0.237 1.307 2.010
H9 -0.563 -0.348 2.299
H10 1.719 -2.433 -0.994
H11 2.161 -0.679 -1.019
H12 -0.459 -1.688 0.193
H13 -2.310 0.970 1.952
H14 -3.675 1.401 1.227
H15 3.184 -1.539 0.952


(2)
Molecular formula: C18H29BiN2O3P2
Method: DFT, ωB97M-V/def2-TZVPD

The highest occupied orbital energy is -6.45 eV.

Geometry (Å):
C1 -0.027 -4.351 -0.217
C2 0.119 -2.997 0.205
N1 -0.650 -2.032 -0.427
C3 -1.721 -2.401 -1.164
C4 -1.979 -3.738 -1.428
C5 -1.110 -4.725 -0.982
C6 0.916 -2.675 1.307
P1 1.037 -1.027 1.968
Bi1 -0.218 0.567 0.206
P2 -1.941 0.336 -1.921
C7 -2.687 -1.323 -1.644
C8 0.488 2.816 0.530
C9 0.241 3.340 1.795
C10 0.637 4.677 2.074
C11 1.248 5.424 1.082
C12 1.480 4.896 -0.178
C13 1.090 3.571 -0.452
O1 3.822 -2.744 -0.536
O2 3.921 0.479 -0.127
H1 0.701 -5.072 0.175
H2 -2.881 -3.989 -2.018
H3 -1.290 -5.785 -1.211
C14 -0.010 -1.382 3.400
C15 2.657 -0.424 2.528
H4 -3.147 -1.637 -2.599
H5 -3.495 -1.184 -0.900
H6 2.988 -2.492 -0.038
H7 1.699 -3.418 1.565
C16 -3.347 1.477 -1.986
C17 -1.299 0.220 -3.618
H8 -0.263 2.758 2.569
H9 0.447 5.084 3.069
H10 1.561 6.478 1.311
H11 1.959 5.498 -0.954
H12 1.281 3.155 -1.458
H13 1.057 0.547 -1.077
H14 4.293 0.873 -0.966
H15 3.568 -0.339 -0.522
H16 3.492 -2.943 -1.486
H17 1.111 0.950 -1.801
H18 0.570 -2.057 4.048
H19 -0.289 -0.457 3.912
H20 -0.902 -1.919 3.042
H21 3.195 -1.246 3.026
H22 3.251 -0.037 1.686
H23 2.480 0.395 3.245
H24 -2.156 0.119 -4.300
H25 -0.740 1.135 -3.858
H26 -0.642 -0.655 -3.712
H27 -3.837 1.373 -2.966
H28 -4.062 1.257 -1.179
H29 -2.973 2.505 -1.869
O3 -4.372 1.298 1.830
C18 -3.224 1.050 1.615
N2 -2.047 0.775 1.408


(3)
Molecular formula: C4H8IN2
Method: DFT, ωB97M-V/def2-TZVPD

As for the charge: +1. The highest occupied orbital energy is -14.04 eV. Its energy relative to the best compared isomer or geometry (same formula, charge and spin) is 2.639 eV.

Geometry (Å):
H1 -1.994 -0.034 0.915
N1 -1.960 1.009 0.861
C1 -0.808 1.453 0.872
C2 0.586 0.747 0.607
N2 0.440 -0.458 -0.256
C3 0.431 -0.278 -1.689
C4 0.071 -1.589 0.189
I1 0.277 -2.331 2.143
H2 -0.750 2.516 1.096
H3 1.323 1.494 0.181
H4 1.032 0.650 1.687
H5 -0.087 -1.085 -2.156
H6 0.194 0.662 -2.112
H7 1.513 -0.377 -1.860
H8 -0.267 -2.379 -0.479


(4)
Molecular formula: C3H5F3O2S2
Method: DFT, ωB97M-V/def2-TZVPD

The highest occupied orbital energy is -9.82 eV. Its energy relative to the best compared isomer or geometry (same formula, charge and spin) is 0.000 eV.

Geometry (Å):
C1 0.692 -0.543 3.135
C2 -0.060 0.499 2.848
C3 1.083 0.435 -1.731
O1 -1.474 -1.710 -3.912
O2 -2.479 -0.429 -2.090
F1 0.454 0.736 -2.867
F2 2.387 0.528 -1.960
F3 0.800 -0.834 -1.448
S1 0.611 1.554 -0.364
S2 -2.663 -1.205 -3.292
H1 1.702 -0.433 3.492
H2 -0.618 1.054 -0.287
H3 0.340 -1.554 3.030
H4 -1.073 0.391 2.494
H5 0.298 1.510 2.953


(5)
Molecular formula: C9H19N2Si
Method: DFT, ωB97M-V/def2-TZVPD

As for the charge: +1. The highest occupied orbital energy is -13.19 eV. Its energy relative to the best compared isomer or geometry (same formula, charge and spin) is 1.663 eV.

Geometry (Å):
C1 -3.549 -0.509 -1.606
Si1 -3.188 -0.127 0.215
C2 -3.628 1.795 0.760
C3 -1.330 -0.573 0.359
N1 -0.838 -1.942 0.267
C4 0.533 -1.858 0.183
C5 0.916 -0.548 0.121
C6 2.293 0.037 0.031
C7 2.383 0.815 -1.284
C8 3.475 -0.938 0.080
C9 2.607 0.957 1.215
N2 -0.256 0.177 0.167
H1 -3.226 0.332 -2.131
H2 -3.023 -1.364 -1.846
H3 -4.587 -0.639 -1.797
H4 -3.597 -1.027 1.208
H5 -3.594 2.656 0.049
H6 -4.552 1.778 1.396
H7 -2.950 2.124 1.620
H8 -1.402 -2.781 0.588
H9 0.962 -2.819 -0.055
H10 3.250 0.430 -1.882
H11 1.561 0.557 -1.893
H12 2.466 1.831 -1.162
H13 4.395 -0.333 0.097
H14 3.455 -1.262 1.075
H15 3.324 -1.799 -0.582
H16 3.616 1.239 1.068
H17 2.163 1.997 1.161
H18 2.600 0.568 2.213
H19 -0.279 1.224 0.367


(6)
Molecular formula: C25H54Cl10N6O6
Method: DFT, ωB97M-V/def2-TZVPD

The highest occupied orbital energy is -9.11 eV.

Geometry (Å):
Cl1 -7.672 -1.434 -1.560
C1 -6.376 -1.174 -0.365
Cl2 -6.925 0.121 0.783
Cl3 -5.939 -2.639 0.585
Cl4 -5.049 -0.444 -1.275
C2 3.216 -1.801 4.489
N1 2.640 -0.913 3.534
C3 3.494 0.162 3.006
C4 1.287 -1.027 3.319
O1 0.620 -0.223 2.732
H1 3.115 -1.400 5.498
H2 4.285 -1.867 4.290
H3 2.694 -2.757 4.528
H4 3.822 0.917 3.721
H5 4.319 -0.251 2.425
H6 2.927 0.770 2.301
H7 0.898 -1.959 3.756
C5 -4.802 0.472 3.797
N2 -4.204 -0.879 3.487
C6 -3.538 -1.081 2.236
C7 -4.399 -1.876 4.377
O2 -5.212 -1.794 5.339
H8 -5.348 0.766 2.901
H9 -4.075 1.213 4.130
H10 -5.630 0.392 4.502
H11 -4.072 -0.518 1.471
H12 -2.518 -0.697 2.189
H13 -3.450 -2.128 1.949
H14 -3.853 -2.755 4.000
C8 -3.075 3.309 1.689
N3 -1.587 3.393 1.620
C9 -1.016 2.322 2.370
C10 -0.841 4.287 0.883
O3 0.367 4.195 0.740
H15 -3.265 3.063 2.734
H16 -3.624 2.687 0.982
H17 -3.310 4.365 1.554
H18 -1.499 1.346 2.318
H19 0.050 2.336 2.143
H20 -1.100 2.551 3.432
H21 -1.531 5.071 0.536
C11 5.544 -4.615 -0.346
N4 4.650 -3.879 0.526
C12 5.289 -3.639 1.801
C13 3.412 -3.387 0.149
O4 2.686 -2.656 0.876
H22 5.180 -4.737 -1.366
H23 5.838 -5.540 0.149
H24 6.424 -4.021 -0.594
H25 4.723 -3.173 2.608
H26 5.648 -4.588 2.199
H27 6.229 -3.102 1.670
H28 3.092 -3.663 -0.868
C14 -1.445 2.226 -4.008
N5 -2.285 2.954 -3.136
C15 -1.681 4.195 -2.592
C16 -3.598 2.774 -3.116
O5 -4.421 3.606 -2.690
H29 -0.643 1.874 -3.359
H30 -0.912 2.847 -4.727
H31 -1.854 1.301 -4.414
H32 -0.789 3.897 -2.040
H33 -1.443 4.905 -3.383
H34 -2.294 4.771 -1.898
H35 -3.988 1.832 -3.531
C17 0.952 0.232 -0.206
N6 -0.281 -0.597 -0.346
C18 -1.201 0.005 -1.298
C19 -0.509 -1.815 0.204
O6 -1.487 -2.561 0.018
H36 1.553 -0.299 0.532
H37 0.839 1.259 0.143
H38 1.462 0.238 -1.170
H39 -0.667 -0.074 -2.244
H40 -2.123 -0.577 -1.291
H41 -1.510 1.042 -1.169
H42 0.288 -2.075 0.917
Cl5 0.204 -4.890 -4.358
C20 -0.467 -4.419 -2.711
C21 -1.957 -4.433 -2.880
Cl6 -2.739 -6.025 -3.121
H43 -0.234 -3.432 -2.312
H44 0.014 -5.067 -1.978
H45 -2.261 -3.900 -3.781
H46 -2.471 -4.002 -2.020
Cl7 1.897 0.765 -4.440
C22 2.764 -0.640 -3.867
C23 4.275 -0.247 -3.517
Cl8 5.139 -1.515 -2.502
H47 2.735 -1.399 -4.648
H48 2.268 -0.919 -2.937
H49 4.351 0.704 -2.990
H50 4.857 -0.181 -4.436
Cl9 3.823 3.810 -2.788
C24 2.771 4.325 -1.406
C25 2.234 5.781 -1.561
Cl10 3.604 6.877 -2.032
H51 3.356 4.202 -0.495
H52 2.028 3.569 -1.155
H53 1.643 6.154 -0.724
H54 1.664 5.797 -2.490